Record 1
Molecular formula: C19H17BrN2O5S5Zr
Method: DFT, ωB97M-V with the def2-TZVPD basis set

Last column: Löwdin charge in e.
Geometry (Å):
1 Zr 7.76263 9.38786 8.77922  1.71
2 O 6.76242 10.62873 9.86255  -0.42
3 C 5.53902 11.20491 9.70284  -0.24
4 C 4.95934 10.74951 8.41462  -0.23
5 C 3.81373 11.37057 7.91387  -0.01
6 C 3.45380 11.05788 6.63400  -0.05
7 C 4.19857 10.12522 5.88604  -0.03
8 C 5.30066 9.50562 6.47876  -0.07
9 N 5.66379 9.82892 7.74380  0.01
10 H 8.28554 10.50515 11.77869  -0.11
11 H 5.60803 12.30104 9.67604  0.14
12 H 4.86602 10.95065 10.56654  0.15
13 H 3.23152 12.02389 8.52671  0.12
14 H 2.58803 11.49403 6.15851  0.11
15 H 3.95152 9.90936 4.85496  0.10
16 H 5.88506 8.70644 6.01306  0.12
17 N 9.72588 8.00252 9.59167  -0.07
18 C 9.72960 6.56266 9.20320  -0.22
19 C 9.55458 6.37280 7.68991  -0.08
20 C 8.68762 7.52695 7.25522  -0.65
21 O 9.23342 8.58967 6.88679  -0.02
22 O 7.42257 7.58451 7.56572  -0.20
23 H 10.55958 8.48310 9.27664  0.10
24 H 9.67033 8.01599 10.61489  0.02
25 H 8.89984 6.09383 9.70408  0.08
26 H 10.62088 6.05257 9.53378  0.11
27 H 9.04749 5.41196 7.49271  0.13
28 H 10.52210 6.39400 7.13768  0.13
29 S 3.67052 8.05259 15.37388  0.54
30 C 4.76104 8.31396 14.18682  -1.52
31 S 6.17844 9.24244 14.42189  0.89
32 C 6.88945 8.91446 12.82215  -1.05
33 C 6.15145 8.21364 11.95628  -1.12
34 S 6.65638 7.64400 10.38951  0.58
35 S 4.57115 7.74002 12.53404  0.90
36 S 8.53914 9.36890 12.48243  0.76
37 Br 10.22400 16.43573 9.35506  0.76
38 C 9.50748 15.21323 8.11889  -0.70
39 C 8.95304 15.69448 6.95841  -0.13
40 C 8.42913 14.79764 6.04759  -0.06
41 C 8.44471 13.43678 6.29152  0.00
42 C 8.97834 12.96118 7.50046  -0.10
43 C 9.53102 13.87507 8.40411  -0.06
44 C 8.79222 11.50558 7.82649  -0.56
45 O 7.95583 10.89281 7.11695  -0.08
46 O 9.30678 10.92416 8.83572  -0.11
47 H 8.89234 16.75478 6.75337  0.11
48 H 8.07212 15.14881 5.09452  0.11
49 H 8.00980 12.78568 5.57438  0.11
50 H 9.95473 13.50615 9.31934  0.11

Atomic forces in eV per Å
Zr -0.3 -1.4 -0.8
O 0.8 0.6 0.6
C -0.9 0.0 1.1
C -0.3 0.1 -0.5
C 0.5 -0.9 -0.2
C 0.0 -0.7 -1.1
C 0.7 -0.1 0.5
C -0.7 0.2 0.5
N -0.4 0.3 -0.2
H 0.1 -0.3 0.2
H 0.0 0.0 0.0
H 0.3 0.1 -0.6
H -0.1 0.4 0.2
H -0.1 0.2 0.1
H -0.1 -0.1 0.1
H -0.2 0.5 0.1
N -0.6 -0.4 0.2
C 0.0 0.3 -0.4
C 0.0 -0.5 -0.8
C -0.1 1.1 -0.1
O 0.2 -0.6 0.3
O 0.9 -0.5 0.3
H 0.2 0.0 0.0
H 0.1 0.3 -0.3
H -0.4 0.0 0.2
H 0.4 0.0 0.1
H 0.3 0.4 0.1
H -0.7 0.1 0.4
S -0.2 0.0 0.0
C -0.5 -0.1 -0.3
S 0.7 -0.1 -0.7
C 0.1 0.4 0.6
C -0.1 -0.1 -0.5
S -0.5 -0.7 -0.1
S 0.1 0.0 0.4
S 0.3 0.7 0.2
Br 0.1 0.2 0.3
C 0.1 0.4 0.2
C -0.3 0.3 -0.4
C 0.3 -0.2 -0.3
C 0.3 0.4 0.9
C 0.0 0.3 -0.2
C -0.1 -1.2 -0.2
C -0.2 1.0 -0.5
O 0.0 0.1 0.3
O 0.5 0.2 0.1
H 0.2 0.0 0.1
H -0.3 0.2 -0.1
H -0.2 -0.6 -0.3
H 0.1 0.0 0.3

## Properties
HOMO-LUMO gap: 7.56 eV
molar mass: 684.82 g/mol
LUMO: -0.05 eV
strongest force on any atom: 1.7 eV/A
HOMO: -0.279 Ha

---

Record 2
Molecular formula: C4H6N2S
Method: DFT, ωB97M-V with the def2-TZVPD basis set

Last column: Löwdin charge in e.
Geometry (Å):
1 N -3.68809 -0.12852 1.34027  0.16
2 N -3.07222 -0.50089 0.48277  -0.77
3 S -2.13200 -1.03605 -0.58079  0.77
4 C 0.68700 -0.79394 -1.53875  -0.03
5 C 0.62845 -0.03071 -0.45736  -0.42
6 C 0.88217 -0.06517 0.99464  -0.13
7 C 1.01070 1.26709 0.16604  -0.10
8 H 0.74262 -0.21349 -2.48051  0.08
9 H 0.53605 -1.82835 -1.52882  0.03
10 H 1.89816 -0.36630 1.27575  0.09
11 H 0.25302 -0.12723 1.98528  0.13
12 H 0.30924 2.17591 0.38353  0.13
13 H 1.94490 1.64767 -0.04206  0.06

Atomic forces in eV per Å
N -0.2 0.2 -0.2
N -1.7 0.7 2.4
S 1.1 -0.9 -2.0
C -0.1 3.1 -0.5
C 0.8 -0.1 0.9
C 0.5 1.1 2.1
C -3.5 0.3 0.8
H 0.0 -0.9 0.3
H 0.0 -1.4 0.0
H -0.4 -0.5 -0.3
H 0.5 0.2 -2.6
H 0.8 -2.2 -0.6
H 2.1 0.5 -0.4

## Properties
HOMO-LUMO gap: 9.87 eV
molar mass: 114.17 g/mol
structure (SMILES): N#[N+][S-].C=C1CC1
LUMO: 0.81 eV
strongest force on any atom: 3.6 eV/A
HOMO: -0.333 Ha